{"formula": "C3H12NS2", "method": "ωB97M-V with the def2-TZVPD basis set", "elements": ["H", "C", "S", "N", "H", "H", "H", "H", "H", "C", "C", "S", "H", "H", "H", "H", "H", "H"], "xyz": [[-1.4062, 2.1973, -0.3747], [1.2203, -2.1067, -0.3634], [-1.3721, -0.4661, 0.4319], [-0.5687, 2.6152, -0.7550], [0.1491, 2.4290, -0.0430], [0.3005, -0.1251, 0.2657], [-0.9220, 2.1779, -2.7988], [-0.0944, -1.1204, 2.4244], [2.1309, -2.6727, -0.6481], [-1.0665, -0.6163, 2.2380], [-0.2276, 1.9233, -1.9930], [1.7129, -0.3979, -0.0204], [-1.8568, -1.2335, 2.6861], [0.7303, -2.5630, 0.4963], [-0.2641, 0.8323, -1.8945], [0.7950, 2.1500, -2.2878], [0.4967, -2.1394, -1.1792], [-1.0885, 0.3828, 2.7656]], "forces_ev_per_a": [[-0.5079, 0.4013, 0.0802], [0.4564, -0.5262, -0.1593], [1.0995, 0.2532, 1.4661], [0.5153, -1.1899, 0.4384], [-0.2018, 0.5538, -0.3629], [-0.3787, 0.4020, 0.1333], [0.1677, 0.1627, 0.1700], [-0.6311, 0.1657, -0.2517], [-0.4781, 0.3274, 0.1626], [0.3563, 1.0515, 0.2129], [0.1401, 0.0022, -0.2227], [-1.1700, -0.6889, -0.2041], [-0.0483, -0.0736, -0.3637], [0.4013, 0.0287, 0.1187], [0.0190, -0.1795, -0.0736], [-0.1044, 0.2443, -0.1064], [0.3936, 0.1115, -0.2094], [-0.0287, -1.0462, -0.8284]], "lowdin_charge": [0.03, -0.45, 0.87, -0.01, 0.07, -0.27, 0.09, 0.05, 0.07, -0.39, -0.19, 0.83, 0.07, 0.03, 0.02, 0.08, 0.04, 0.08], "max_force_ha_per_bohr": 0.036, "e_above_lowest_kcal_mol": 125.6, "lumo_energy_ev": -9.06, "spin_multiplicity": 1, "energy_ha": -972.18958, "charge": 1}

***

{"formula": "C24H54F2N5O7S2", "method": "ωB97M-V with the def2-TZVPD basis set", "elements": ["H", "C", "C", "C", "H", "H", "F", "O", "H", "C", "C", "H", "C", "H", "H", "C", "C", "H", "H", "H", "H", "H", "H", "H", "H", "H", "H", "H", "O", "C", "C", "C", "H", "H", "H", "H", "C", "H", "O", "C", "C", "O", "H", "S", "N", "C", "H", "H", "H", "H", "H", "O", "O", "H", "H", "N", "H", "H", "H", "N", "H", "F", "N", "N", "C", "H", "C", "H", "H", "H", "C", "H", "S", "H", "H", "C", "C", "H", "C", "H", "H", "H", "C", "H", "H", "C", "H", "H", "H", "H", "H", "O", "H", "C"], "xyz": [[-4.4450, 4.6779, 5.2367], [-1.1340, -3.3505, -6.5615], [-5.2262, 2.6834, 5.2917], [3.5444, -2.6517, -2.4339], [3.1320, -1.7768, 4.5270], [0.3812, -2.8823, 4.5107], [-0.2066, 8.9225, -3.4840], [0.5466, 4.9150, -5.0711], [-0.4716, -1.5424, 3.6057], [2.2077, -0.8694, -4.5565], [-0.3991, -2.6470, -5.4586], [2.2616, -2.1145, -0.8579], [-4.0306, 3.6711, 5.1835], [1.6933, -4.9034, 3.2686], [-4.4811, 0.8138, 4.4287], [2.3339, -1.1507, 4.1280], [-3.4589, 1.4672, 2.0523], [3.3509, -2.5509, 2.0610], [-2.2239, -3.3538, -6.5782], [2.7296, -0.3354, -3.7625], [3.9921, 0.1588, 3.4754], [1.7061, -2.9748, -6.1522], [-4.1223, 1.1078, 1.2657], [-3.0652, 4.1779, 3.2220], [-1.3756, 2.1609, -0.7844], [-5.9348, 2.6486, 1.9308], [-2.2674, 3.2229, 1.4783], [0.5011, -3.2658, -2.7577], [2.7038, 0.9574, -1.3196], [-2.3402, 2.1477, 1.3150], [3.8148, -5.2559, 2.8124], [2.9023, 0.1356, 3.4842], [-2.4147, 0.7299, -0.5170], [1.6323, -0.9550, 4.9388], [-3.0269, 2.4026, -0.7259], [-4.7663, 3.7275, 1.3315], [2.4215, -3.0190, 2.3854], [1.7419, -3.2844, 1.5756], [-1.2294, 7.4943, -5.1046], [-5.0066, 1.6962, 4.0636], [2.2134, -2.7141, -1.7670], [1.2788, 7.9792, -5.0607], [0.4608, -0.2039, 2.4161], [0.0564, 7.6090, -4.3702], [-4.2079, 2.4087, 3.0305], [1.0558, -3.0415, -5.2799], [-5.9523, 1.2660, 3.7339], [-0.5697, -1.5970, -5.6965], [-1.4292, 1.7382, 1.7514], [2.7583, -4.0595, 4.2610], [-5.3578, 4.1185, 2.9868], [1.0494, 1.4581, -2.4767], [0.8436, 0.3115, -0.7705], [-3.1811, 0.6044, 2.6577], [4.1120, -1.7253, -2.3454], [1.5257, 0.9376, -1.5009], [2.4269, 0.9754, 3.9908], [4.2199, -3.4211, -2.0601], [-0.2961, -3.1707, 2.9063], [0.3507, 6.5161, -3.1002], [1.3003, -0.3555, -4.8736], [0.6205, 4.3479, -2.8149], [1.5507, -1.9399, 3.0948], [1.8533, -2.2816, -4.1396], [1.2504, -0.8456, 2.0252], [3.1970, -0.2433, 1.3005], [2.4800, 0.1004, 2.0461], [-6.1881, 3.1950, 5.2595], [1.9833, -3.7445, -1.4962], [4.5105, -5.4336, 3.6325], [0.1703, -2.4212, 3.5457], [3.5758, -6.0693, 2.1274], [-0.1242, 5.3510, -3.8317], [-5.2895, 2.2234, 6.2778], [0.6732, -1.4613, -2.8088], [-2.2575, 1.7797, -0.2695], [3.1924, -3.0296, -3.9353], [-3.2942, 3.6304, 5.9860], [2.6158, -4.3255, 3.2136], [3.9095, -2.7159, -4.6939], [2.7975, -4.0408, -4.0334], [-2.4235, 2.6423, 3.9983], [-5.1498, 3.3250, 2.2691], [2.8385, -1.0777, -5.4207], [1.1004, -4.1210, -5.1359], [-3.2724, 3.3090, 3.8467], [1.0625, -1.4542, 1.1406], [2.2333, 1.1246, 1.7665], [4.5076, -4.7644, 2.1294], [-0.9038, -4.4159, -6.5591], [-0.8700, -2.6876, -4.4765], [-1.4859, 4.8916, -3.6186], [-0.6817, -3.0956, -7.5199], [1.1894, -2.4211, -2.7861]], "forces_ev_per_a": [[0.3698, 0.1247, -0.5120], [0.8312, -2.1016, -0.6827], [0.5582, -0.1904, -0.7785], [1.2457, -1.3023, -2.0908], [-0.1893, -0.1776, -0.0016], [-0.6088, 0.0329, 0.1087], [0.0061, -0.6296, 0.1700], [-1.4739, 1.7891, 1.1588], [0.1390, -0.2490, 0.2790], [-0.6618, -0.8154, -0.4780], [-0.4608, 1.7940, 0.7106], [-0.6363, 0.3110, -0.2010], [0.0661, -0.2945, -0.6939], [-0.0971, 0.0416, -0.4449], [0.6037, 0.2059, -0.1674], [0.1682, -0.5471, 0.6706], [-0.9873, 0.3957, 0.1835], [-0.1944, 0.0104, 0.0292], [0.1887, 0.7882, 0.1333], [-0.1586, -0.0402, 0.0247], [-0.1339, 0.2427, 0.7504], [-0.2431, 0.7416, -0.3056], [-0.7812, 0.0785, 0.4879], [0.4284, -0.2179, 0.2278], [0.4289, -0.3138, 0.5360], [-0.6052, 0.5785, 0.4746], [-0.2854, -0.0595, -0.3131], [-0.2925, 0.3771, -0.7332], [5.2562, 0.1811, 0.9425], [2.1263, -1.0928, -1.5582], [0.2941, 1.4906, -1.1300], [-0.1034, -1.0104, 0.2713], [0.0722, 0.0512, 0.3185], [0.1399, 0.1612, 0.0130], [-0.4539, -0.3455, -0.2158], [0.7983, 0.0547, 0.3632], [-1.6227, -0.9113, 0.8545], [0.6289, 0.0917, -0.5565], [3.0371, -0.3527, 1.6941], [-0.7905, -0.4175, 2.2270], [0.7538, -0.2934, 1.4738], [-1.7039, -0.9942, 0.6855], [-0.5681, -0.6736, -0.3169], [-0.1123, 3.6256, -0.8646], [-0.3495, 0.6452, -0.7800], [0.7867, 0.4388, 0.0560], [0.0601, 0.4790, -0.6554], [0.7584, 0.3919, 0.0616], [0.3447, 0.2599, 0.0447], [0.2685, 0.2185, 0.1069], [-0.8088, -0.0880, -0.4637], [-1.3475, 1.3553, -2.4314], [-4.4187, -3.6618, 4.8926], [0.2746, 0.1160, -0.0452], [-0.4998, 0.2516, -0.1552], [0.5150, 1.1618, -3.1031], [0.5418, 0.1407, -0.0051], [0.0180, -0.0625, 0.0684], [0.4622, 0.1786, -0.3562], [0.4077, 7.6687, -0.7947], [0.1512, 0.1571, 0.2691], [0.2218, -0.6278, 0.5841], [-0.0472, 1.0824, -1.3904], [0.6885, -1.9716, -0.9874], [1.3432, 0.3523, 0.3529], [0.3371, 0.1088, 0.3158], [-1.0134, -0.4806, -1.4736], [0.1176, 0.1848, -0.5842], [0.4931, -0.1049, 0.4676], [-0.6525, -0.7997, 0.1655], [1.5091, -0.2705, 0.8456], [-0.4242, -0.5903, 0.9654], [-0.9135, -11.6266, -1.8086], [0.4234, -0.6208, -0.2976], [-0.4484, -0.1116, 1.2796], [-0.8852, 1.6051, 1.3045], [-1.1517, 0.9670, 1.2843], [-0.2300, -0.3230, 0.1043], [0.6445, 0.1283, 0.5708], [-0.1199, -0.3397, 0.0888], [1.0960, -0.3696, 0.1567], [0.3119, 0.6173, 0.2990], [0.1833, -0.9012, -0.0565], [0.0726, 0.6840, 0.0060], [-0.0265, -0.0432, 0.9710], [-0.8930, -0.3525, 0.2826], [-0.4118, 1.0445, -0.2640], [-0.3156, -0.3257, -0.5470], [-0.0307, 0.8939, -0.1106], [0.0032, -0.4290, 0.3805], [-0.2774, -0.6340, 0.0003], [0.4081, 1.1019, -0.6768], [-0.4959, 0.5884, -0.1520], [-1.6574, 1.7750, -1.5298]], "lowdin_charge": [0.11, -0.10, -0.12, -0.13, 0.13, 0.10, -0.21, -0.32, 0.09, 0.05, -0.25, 0.10, -0.12, 0.10, 0.13, -0.09, -0.12, 0.14, 0.09, 0.11, 0.13, 0.14, 0.13, 0.13, 0.07, 0.11, 0.11, 0.13, -0.02, -0.20, -0.07, -0.13, 0.07, 0.13, 0.07, 0.12, -0.08, 0.12, -0.31, -0.11, -0.18, -0.29, 0.12, 0.60, -0.27, -0.10, 0.13, 0.12, 0.09, 0.10, 0.11, 0.00, -0.06, 0.12, 0.12, -0.74, 0.12, 0.12, 0.11, -0.26, 0.11, -0.25, -0.25, -0.25, -0.09, 0.11, -0.16, 0.11, 0.12, 0.08, 0.03, 0.08, 0.37, 0.11, 0.13, -0.04, -0.05, 0.11, -0.20, 0.13, 0.12, 0.13, 0.05, 0.11, 0.13, -0.07, 0.11, 0.13, 0.06, 0.07, 0.11, -0.33, 0.09, -0.11], "max_force_ha_per_bohr": 0.230, "lumo_energy_ev": -3.13, "spin_multiplicity": 1, "energy_ha": -2742.75873, "charge": 1}

***

{"formula": "C5H8O2", "method": "ωB97M-V with the def2-TZVPD basis set", "elements": ["C", "O", "C", "H", "H", "H", "H", "H", "C", "C", "H", "H", "O", "C", "H"], "xyz": [[-0.0437, 0.1859, 0.2623], [-0.7406, 2.2544, 1.2162], [0.9360, -0.0256, -0.8888], [-0.1263, -1.8111, 1.2955], [1.9285, -1.8257, -0.1161], [-0.0302, 2.8002, 0.8546], [-2.0916, 0.9193, 0.5061], [-1.1674, 1.7639, -0.7642], [-1.1008, 1.2894, 0.2248], [1.0077, -1.5342, -0.6363], [0.5006, 0.5580, 1.1514], [0.8877, -2.1665, -1.5217], [1.3999, 0.7092, -1.7196], [-0.2217, -1.3682, 0.3005], [-1.1380, -1.7486, -0.1646]], "forces_ev_per_a": [[0.1353, 0.2142, 0.2907], [-0.2508, 0.4767, -0.2465], [0.2741, 0.2674, -0.1504], [-0.0345, 0.0736, -0.2013], [-0.1680, 0.1209, -0.0970], [-0.1636, -0.0692, 0.0718], [0.1737, 0.0020, -0.0678], [-0.0016, -0.1856, 0.1412], [-0.0639, -0.1043, -0.0375], [0.0370, -0.0475, -0.0794], [0.3299, -0.8396, -0.3093], [0.0248, 0.1238, 0.1422], [-0.2649, -0.3201, 0.3227], [-0.1423, 0.0108, 0.1460], [0.1150, 0.2769, 0.0747]], "lowdin_charge": [-0.20, -0.08, -0.37, 0.10, 0.12, 0.09, 0.12, 0.12, -0.20, -0.08, 0.16, 0.11, 0.11, -0.12, 0.11], "max_force_ha_per_bohr": 0.019, "e_above_lowest_kcal_mol": 33.4, "lumo_energy_ev": 0.84, "spin_multiplicity": 1, "energy_ha": -345.75178, "charge": 0, "smiles": "O=C1CC[C@@H]1CO"}